# 1
Here is a 3-piece molecular cluster, C4H13NO2 overall from OMol25. Energies are from ωB97M-V with the def2-TZVPD basis set.

```
20
Properties=species:S:1:pos:R:3:forces:R:3
C -2.180989 -0.769500 -1.658956 -0.779 0.273 0.148
C -0.728502 -1.067377 -1.329907 -0.962 0.163 -1.371
C 0.129590 0.151872 -1.117860 1.759 0.215 0.940
C 2.261770 -0.820913 -1.307842 0.131 -0.239 -0.214
N 1.411513 -0.174216 -0.495450 -0.255 0.201 0.070
H -2.735285 -1.687780 -1.888878 -0.017 0.040 0.271
H -2.675705 -0.240939 -0.828298 0.024 -0.270 -0.063
H -2.347570 -0.129946 -2.523015 0.374 0.183 -0.248
H -0.370507 -1.681494 -2.163728 0.441 0.081 0.199
H -0.740917 -1.686111 -0.459181 0.372 -0.401 0.769
H -0.307364 0.876331 -0.414770 -0.585 -0.141 -0.271
H 0.380590 0.694734 -2.050338 -0.578 -0.138 -0.231
H 2.039445 -1.243308 -2.284185 -0.464 0.056 -0.189
H 3.293941 -0.907025 -1.039654 0.556 -0.019 0.395
H 2.128456 1.297426 0.224232 -0.067 -0.267 -0.630
H 1.902883 2.619338 0.976273 0.216 -0.036 -0.211
O 2.464427 2.237929 0.287225 -0.187 0.293 0.660
H -2.880715 -0.761727 4.917932 -0.061 0.220 0.117
H -2.248946 0.104558 3.870540 -0.021 0.257 0.069
O -2.745782 0.169470 4.697536 0.103 -0.471 -0.210
```
Forces are in eV/Å.

Results
<S²>: 0.753
2S+1: 2
E, eV: -9942.3093
Charge: -1
HOMO energy (spin up / spin down), eV: 0.231 / -4.005



# 2
Here is one molecule with the formula C18H21N3O from OMol25. Energies are from ωB97M-V with the def2-TZVPD basis set.

```
43
Properties=species:S:1:pos:R:3:forces:R:3
C -4.032628 -1.957747 -1.013662 -0.008 -0.026 -0.014
C -3.287579 -0.888590 -0.272380 -1.074 0.824 0.150
C -1.877321 -1.098164 -0.062777 1.142 -0.288 0.068
N -1.162264 -0.219814 0.539109 -0.569 0.131 -0.112
N 0.120541 -0.377293 0.811710 0.539 -0.235 0.119
C 0.825238 0.818209 1.211239 0.227 0.270 0.019
C 1.952808 1.126713 0.226431 -0.214 0.192 -0.014
N 2.897452 0.030825 0.209958 -0.224 -0.084 0.063
C 4.231263 0.237884 -0.056981 0.195 0.010 -0.083
C 5.212214 -0.673656 0.351329 -0.123 -0.119 0.051
C 6.544079 -0.459308 0.055698 0.077 0.039 -0.045
C 6.944315 0.667438 -0.641158 0.163 0.011 -0.030
C 5.984649 1.580104 -1.044583 0.069 -0.001 0.017
C 4.649112 1.372164 -0.764549 -0.123 0.082 0.030
C 2.397681 -1.247394 0.656311 -0.035 -0.118 0.078
C 0.941912 -1.428215 0.239574 -0.227 -0.122 -0.038
C -3.892858 0.232549 0.186456 0.518 -0.872 -0.325
C -5.268440 0.592685 0.060707 -0.343 1.092 0.509
C -5.902952 1.726153 0.526721 0.512 -0.646 -0.231
C -7.256112 1.614307 0.150349 -0.271 -0.496 -0.332
C -7.361742 0.430520 -0.515618 -0.546 0.690 0.246
O -6.173643 -0.192385 -0.575960 0.270 -0.302 -0.103
H -3.372513 -2.776708 -1.290711 0.037 -0.057 -0.023
H -4.840934 -2.352275 -0.400015 -0.044 -0.089 -0.056
H -4.482766 -1.550380 -1.917659 -0.040 -0.087 -0.059
H -1.467520 -2.037086 -0.441894 0.102 0.046 0.100
H 1.242634 0.687505 2.216855 0.007 0.116 -0.050
H 0.102650 1.634267 1.237484 0.093 -0.086 0.002
H 1.520907 1.292419 -0.772396 0.016 0.124 0.096
H 2.460931 2.043772 0.538820 -0.045 -0.039 -0.040
H 4.940819 -1.549245 0.920050 -0.051 -0.067 0.057
H 7.279139 -1.179990 0.384674 0.045 -0.052 0.032
H 7.986888 0.831847 -0.866053 0.085 0.014 -0.018
H 6.277041 2.463635 -1.593829 0.009 0.062 -0.045
H 3.923153 2.088468 -1.115969 -0.088 0.049 -0.032
H 2.479547 -1.361768 1.748600 0.033 -0.103 -0.085
H 2.985520 -2.040404 0.186603 -0.091 0.030 0.090
H 0.868010 -1.414276 -0.858963 -0.027 -0.056 0.026
H 0.582237 -2.400651 0.594614 0.046 0.008 -0.096
H -3.285115 0.952058 0.714179 0.018 0.083 0.052
H -5.447049 2.529229 1.068740 0.178 0.124 0.109
H -8.043505 2.313696 0.345583 -0.202 0.086 -0.001
H -8.195780 -0.061084 -0.976638 -0.035 -0.137 -0.082
```
Forces are in eV/Å.

Results
E, eV: -25522.2463
SMILES string: CC(/C=N/N1CCN(c2ccccc2)CC1)=C\c1ccco1
Charge: 0
HOMO energy, eV: -6.966



# 3
Here is a 2-piece molecular cluster, C5H13NO overall from OMol25. Energies are from ωB97M-V with the def2-TZVPD basis set.

```
20
Properties=species:S:1:pos:R:3:forces:R:3
C -2.243846 2.784833 1.033356 0.548 -1.081 -0.360
C -1.338383 1.545050 1.121987 0.310 1.567 0.088
N -1.903744 0.363135 1.497941 0.298 -1.276 0.142
O -0.167738 1.653244 0.821727 0.102 -0.589 -0.184
H -1.669580 3.592174 0.589367 0.116 -0.080 0.044
H -2.536251 3.080531 2.033144 -0.595 0.019 0.052
H -3.044621 2.509928 0.342736 -0.390 0.336 0.490
H -1.277561 -0.438669 1.524859 0.081 0.497 -0.112
H -2.605866 0.266038 2.207955 -0.452 0.602 -0.145
C 2.284000 -1.138035 -0.010869 -0.373 -0.490 1.170
C 1.075043 -1.038944 -0.938042 0.332 1.260 0.549
C 1.047431 -2.037320 -2.097054 0.760 1.578 -1.090
H 3.262462 -1.084934 -0.478860 -0.048 0.006 -0.423
H 2.247580 -2.054363 0.573683 0.166 -0.449 -0.088
H 2.260774 -0.369326 0.768679 -0.105 0.227 -0.317
H 0.160027 -0.987089 -0.339130 0.038 -0.582 -0.037
H 1.131448 0.015465 -1.247157 -0.188 -0.350 -0.710
H 2.045191 -2.440814 -2.247568 0.000 -0.799 0.492
H 0.255906 -2.776551 -2.126696 0.096 -0.146 0.252
H 1.017728 -1.444353 -3.030058 -0.694 -0.251 0.187
```
Forces are in eV/Å.

Results
E, eV: -8933.4359
SMILES string: CC(N)=O.CCC
Charge: 0
HOMO energy, eV: -9.776



# 4
Here is C41H32CaN3O2PS as an isolated structure from OMol25. Energies are from ωB97M-V with the def2-TZVPD basis set.

```
81
Properties=species:S:1:pos:R:3:forces:R:3
Ca 0.059581 -0.625020 0.301869 -0.760 0.285 -0.061
S -2.115986 -1.145955 5.041903 0.134 -0.135 0.158
C -3.335618 -0.199163 4.262237 -0.097 -0.005 0.246
C -4.502092 0.362936 4.781845 0.072 -0.022 -0.059
C -5.327467 1.069612 3.922786 0.092 -0.061 -0.054
C -5.002118 1.200848 2.566318 0.019 -0.021 -0.003
C -3.845915 0.633958 2.061225 -0.110 0.101 -0.099
C -2.997779 -0.056732 2.919603 0.371 -0.193 -0.382
N -1.800565 -0.662677 2.532950 -0.051 0.117 -0.174
C -1.229742 -1.284891 3.510779 0.132 -0.094 0.241
C 0.051903 -2.041394 3.436395 -0.401 0.267 -0.041
C 0.490490 -2.754204 4.559481 -0.021 -0.010 0.032
C 1.689789 -3.441604 4.515351 -0.060 0.082 -0.151
C 2.435682 -3.408920 3.336872 -0.110 0.057 0.028
C 1.965177 -2.706719 2.234531 -0.119 0.017 0.102
C 0.750757 -1.983135 2.219380 0.461 -0.465 0.287
H -4.755094 0.250389 5.829298 0.013 -0.005 -0.018
H -6.237304 1.518872 4.303720 0.023 0.001 -0.004
H -5.653123 1.754521 1.897658 0.084 -0.075 0.105
H -3.587148 0.725910 1.013616 0.015 -0.048 0.140
H -0.102638 -2.784051 5.469494 0.004 0.015 0.008
H 2.036075 -3.996140 5.377022 0.030 -0.030 0.069
H 3.384908 -3.932705 3.287934 0.022 -0.034 -0.010
H 2.583056 -2.723811 1.337697 -0.010 0.021 0.009
O 3.592072 1.726277 0.869043 -0.003 -0.009 0.086
C 2.735209 0.932763 0.492039 -0.732 -0.003 0.029
O 1.477800 0.928729 0.734280 1.583 0.694 0.096
C 3.213656 -0.220932 -0.407703 -0.303 -0.310 -0.240
C 4.565497 -0.379931 -0.683291 -0.001 -0.041 -0.057
C 4.960049 -1.425350 -1.498802 -0.024 0.003 0.003
C 3.998947 -2.279887 -2.025740 0.175 0.040 -0.008
C 2.674887 -2.056641 -1.704672 -0.284 0.278 0.196
N 2.286909 -1.053833 -0.909970 0.280 0.120 0.254
H 5.256105 0.327900 -0.247488 0.012 -0.011 -0.011
H 6.007395 -1.575598 -1.727920 0.057 -0.006 -0.014
H 4.267196 -3.103183 -2.674772 0.012 0.002 0.007
H 1.880661 -2.688030 -2.087995 -0.038 0.013 0.024
C -4.377419 0.610132 -1.731619 -0.021 0.214 0.059
C -4.640726 1.894029 -0.972989 -0.047 -0.029 -0.116
C -5.952456 2.280292 -0.694302 0.096 0.026 -0.050
C -6.236449 3.463352 -0.018862 0.080 0.011 -0.077
C -5.193292 4.278228 0.397509 0.037 -0.093 -0.060
C -3.878647 3.902477 0.133854 -0.064 -0.023 0.016
C -3.580431 2.724934 -0.551195 -0.063 -0.069 -0.192
P -1.852122 2.160995 -0.910760 0.170 0.389 0.338
C -0.925619 3.322440 0.213504 0.084 0.071 -0.052
C -0.791184 2.832690 1.513265 0.013 0.012 0.004
C -0.120578 3.521992 2.510643 -0.011 0.037 -0.052
C 0.471402 4.734867 2.200121 -0.026 -0.015 -0.045
C 0.364152 5.233998 0.909270 -0.063 -0.044 -0.025
C -0.333523 4.561921 -0.097964 -0.034 -0.016 0.032
C -0.401504 5.204314 -1.464012 0.074 -0.142 0.049
C -1.626348 2.631563 -2.624579 -0.139 -0.240 -0.106
C -2.615711 3.274416 -3.372184 0.078 -0.004 -0.114
C -2.548226 3.410894 -4.749768 0.176 -0.086 0.074
C -1.444001 2.808219 -5.409358 -0.010 -0.004 0.157
C -0.448758 2.178357 -4.718508 -0.093 0.064 0.066
C -0.422464 2.117817 -3.266772 0.227 -0.054 0.115
C 0.660441 1.626420 -2.569184 -0.245 0.197 -0.079
H -5.296781 0.034217 -1.851775 0.014 0.030 0.021
H -3.635865 -0.019011 -1.230376 -0.018 0.025 -0.009
H -3.966578 0.824272 -2.723252 -0.014 0.015 0.070
H -6.765046 1.636116 -1.017668 0.029 0.023 0.018
H -7.265745 3.742132 0.182142 0.028 -0.018 -0.007
H -5.395928 5.203947 0.925736 0.015 -0.040 -0.009
H -3.067033 4.536921 0.474264 -0.035 -0.039 -0.034
H -1.207107 1.859038 1.748729 -0.047 -0.020 0.011
H -0.027861 3.092216 3.501629 -0.003 0.009 -0.051
H 1.034252 5.281634 2.949541 -0.019 -0.018 -0.039
H 0.841807 6.176924 0.662026 -0.010 -0.002 0.006
H 0.018414 6.212057 -1.416482 0.005 -0.027 -0.002
H -1.422247 5.267581 -1.838769 -0.010 -0.003 0.011
H 0.165978 4.619984 -2.195365 -0.069 0.023 0.050
H -3.486841 3.675009 -2.863823 -0.016 -0.005 0.066
H -3.332393 3.916286 -5.301350 0.025 -0.039 0.008
H -1.393568 2.838918 -6.494011 0.016 -0.003 -0.030
H 0.379450 1.720883 -5.253475 -0.034 0.022 0.014
H 0.739507 1.708336 -1.487904 -0.006 0.016 -0.148
H 1.510008 1.197369 -3.092390 -0.086 0.015 0.014
N -1.479320 -2.862678 -1.972292 0.095 0.178 0.196
C -1.073151 -2.065525 -1.225811 -0.546 -0.880 -0.833
```
Forces are in eV/Å.

Results
E, eV: -90168.3031
Charge: -2
HOMO energy, eV: -0.383



> Look up the E of the third one.

-8933.4359 eV



> Look up the charge of the second one.

0